A molecular structure, C29H46BrN3P2SSr at a distorted geometry, computed with ωB97M-V/def2-TZVPD.

Values from the calculation:
- LUMO energy (spin up / spin down) (eV) = -5.76 / -5.82
- HOMO-LUMO gap (spin up / spin down) (eV) = 4.771 / 6.059

```
! RIJCOSX wB97M-V def2-TZVPD def2/J DEFGRID3
* xyz 2 1
C 7.380 3.524 -1.509
C 6.187 4.268 -1.617
C 6.231 5.569 -2.168
C 7.422 5.966 -2.791
N 8.510 5.202 -2.768
C 8.522 4.027 -2.142
C 4.909 3.642 -1.390
C 3.986 2.807 -1.546
C 2.855 2.055 -2.001
C 2.820 0.655 -2.136
C 1.647 0.022 -2.513
C 0.461 0.756 -2.698
C 0.533 2.160 -2.742
C 1.731 2.813 -2.465
Sr 2.806 4.758 -0.655
P -1.045 -0.083 -3.310
H 5.340 6.204 -2.223
H 7.407 2.548 -1.015
H 7.469 6.913 -3.326
H 9.452 3.453 -2.159
H 1.918 3.824 -2.905
H 3.722 0.080 -1.924
H -0.333 2.753 -3.057
H 1.624 -1.057 -2.632
C -2.182 -0.359 -1.929
C -3.688 -0.424 -2.180
H -1.931 0.421 -1.191
H -1.829 -1.299 -1.484
H -4.170 -0.879 -1.305
H -4.135 0.569 -2.310
H -3.954 -1.038 -3.049
C -1.775 0.941 -4.594
C -0.846 1.270 -5.770
H -2.157 1.859 -4.116
H -2.647 0.365 -4.943
H -1.389 1.922 -6.460
H 0.066 1.792 -5.457
H -0.560 0.368 -6.325
C -0.618 -1.683 -4.006
C -1.781 -2.420 -4.679
H -0.201 -2.273 -3.175
H 0.206 -1.496 -4.712
H -1.401 -3.351 -5.115
H -2.561 -2.687 -3.954
H -2.237 -1.838 -5.492
Br 0.099 0.634 0.220
P -1.616 5.185 0.023
C -2.123 4.257 -1.499
C -3.577 4.528 -1.875
H -1.962 3.190 -1.292
H -1.455 4.546 -2.322
H -3.834 3.999 -2.799
H -4.268 4.194 -1.093
H -3.753 5.597 -2.044
C -1.582 3.808 1.246
C -2.058 4.273 2.620
H -0.569 3.383 1.296
H -2.243 3.022 0.864
H -2.175 3.415 3.287
H -1.345 4.965 3.080
H -3.027 4.778 2.541
C 0.134 5.465 -0.338
C 0.355 6.764 -1.122
H 0.426 4.556 -0.927
H 0.630 5.506 0.655
H 1.413 7.096 -1.172
H -0.026 6.693 -2.150
H -0.191 7.592 -0.648
S 1.992 -1.012 0.446
C 1.166 -2.283 1.259
N 0.927 -2.182 2.579
C -0.090 -2.969 3.287
C -0.300 -4.291 2.590
C -0.456 -4.110 1.089
N 0.695 -3.352 0.585
H 1.180 -1.279 2.968
H -1.017 -2.381 3.336
H 0.261 -3.118 4.311
H -1.184 -4.782 2.997
H 0.559 -4.943 2.780
H -1.381 -3.567 0.841
H -0.475 -5.075 0.572
H 0.800 -3.272 -0.422
*
```

=====

A molecular structure, C29H46CrN4O3PS2 at a distorted geometry, computed with ωB97M-V/def2-TZVPD.

Values from the calculation:
- LUMO energy (spin up / spin down) (eV) = 2.02 / 2.02
- HOMO-LUMO gap (spin up / spin down) (eV) = 5.647 / 7.194

```
! RIJCOSX wB97M-V def2-TZVPD def2/J DEFGRID3
* xyz -1 5
Cr 14.925 8.669 11.201
C 13.569 10.912 16.550
C 13.949 9.405 16.741
C 14.927 8.887 15.710
S 14.201 8.720 14.036
O 15.585 8.719 13.166
C 13.611 6.965 14.021
C 14.553 5.871 13.508
C 15.746 5.470 14.356
H 12.980 11.290 17.389
H 12.991 11.056 15.636
H 14.462 11.531 16.462
H 13.068 8.767 16.710
H 14.353 9.242 17.761
H 15.336 7.915 16.015
H 15.721 9.606 15.518
H 12.716 6.999 13.409
H 13.284 6.721 15.026
H 14.862 6.087 12.466
H 13.929 4.976 13.406
H 16.515 6.226 14.336
H 16.131 4.544 13.939
H 15.499 5.272 15.388
C 16.315 8.124 6.937
C 17.484 7.602 7.806
C 17.111 6.170 8.305
C 18.724 7.476 6.894
P 17.650 8.697 9.385
N 16.490 8.291 10.371
C 19.363 8.312 10.186
C 19.272 8.832 11.637
C 20.648 8.901 9.516
C 19.579 6.778 10.261
C 17.401 10.594 8.873
C 17.882 11.458 10.078
C 15.899 10.884 8.584
C 18.144 11.168 7.598
H 16.127 7.396 6.159
H 16.525 9.087 6.447
H 15.393 8.251 7.479
H 16.728 5.597 7.463
H 16.314 6.180 9.044
H 17.946 5.614 8.752
H 18.431 6.796 6.098
H 19.619 7.065 7.362
H 19.002 8.415 6.398
H 19.264 9.920 11.679
H 20.196 8.520 12.138
H 18.415 8.422 12.171
H 20.569 9.940 9.245
H 20.919 8.335 8.601
H 21.443 8.797 10.248
H 18.735 6.232 10.686
H 20.426 6.613 10.979
H 19.866 6.347 9.318
H 17.320 11.229 10.959
H 17.723 12.500 9.858
H 18.964 11.357 10.286
H 15.160 10.451 9.243
H 15.591 10.571 7.562
H 15.764 11.977 8.589
H 19.211 11.283 7.854
H 17.715 12.138 7.331
H 18.047 10.511 6.739
N 14.281 10.660 11.326
C 14.063 11.783 11.642
C 13.708 13.111 11.884
C 13.543 13.934 10.783
N 13.461 14.673 9.862
C 13.744 13.672 13.184
N 13.657 14.116 14.269
O 7.097 9.688 11.323
C 7.811 8.507 11.470
O 7.241 7.516 11.908
C 9.250 8.419 11.078
C 10.028 9.466 10.576
C 11.358 9.233 10.255
C 11.918 7.935 10.367
S 13.445 7.490 9.747
C 11.133 6.872 10.863
C 9.827 7.119 11.231
H 7.626 10.450 10.990
H 9.608 10.477 10.408
H 12.010 10.038 9.868
H 11.548 5.840 10.921
H 9.205 6.330 11.660
*
```

=====

A molecular structure, C29H46CsN6O5PSTe, computed with ωB97M-V/def2-TZVPD.

Values from the calculation:
- LUMO energy (eV) = 3.49
- HOMO-LUMO gap (eV) = 4.737

```
! RIJCOSX wB97M-V def2-TZVPD def2/J DEFGRID3
* xyz -2 1
Cs 0.445 0.832 -0.230
C -1.129 -1.775 -3.829
C -2.320 -1.099 -3.161
C -2.891 -1.879 -1.979
N -1.903 -1.966 -0.918
C -1.405 -3.098 -0.579
C -1.679 -4.385 -1.199
C -1.836 -5.594 -0.576
C -1.735 -5.932 0.783
C -1.189 -5.108 1.767
C -0.544 -3.893 1.660
C -0.326 -3.089 0.475
N 0.677 -2.320 0.219
C 1.845 -2.395 1.069
C 3.143 -2.456 0.253
C 3.696 -1.116 -0.262
N 2.955 -0.523 -1.353
C 3.250 -0.885 -2.559
C 4.207 -1.917 -2.891
C 4.931 -2.148 -4.041
C 4.974 -1.460 -5.250
C 4.116 -0.405 -5.582
C 3.023 0.096 -4.922
C 2.416 -0.262 -3.655
N 1.186 -0.033 -3.334
C 0.223 0.347 -4.342
C -0.467 -0.905 -4.900
H -1.454 -2.719 -4.283
H -0.382 -2.024 -3.071
H -3.118 -0.930 -3.895
H -2.036 -0.112 -2.788
H -3.268 -2.858 -2.301
H -3.744 -1.310 -1.592
H -1.827 -4.363 -2.273
H -2.124 -6.411 -1.238
H -2.065 -6.921 1.081
H -1.215 -5.515 2.777
H -0.113 -3.496 2.572
H 1.811 -3.272 1.730
H 1.899 -1.509 1.722
H 2.980 -3.142 -0.582
H 3.916 -2.902 0.892
H 4.759 -1.253 -0.512
H 3.675 -0.412 0.582
H 4.408 -2.615 -2.090
H 5.611 -2.997 -3.970
H 5.708 -1.768 -5.985
H 4.319 0.069 -6.542
H 2.502 0.888 -5.446
H 0.626 0.919 -5.187
H -0.526 0.991 -3.870
H 0.293 -1.490 -5.429
H -1.213 -0.597 -5.645
C 1.567 0.121 4.384
S 0.117 -0.629 3.644
C -0.936 -0.571 5.103
O -0.425 0.391 2.701
H 1.339 1.155 4.656
H 2.355 0.118 3.632
H 1.872 -0.476 5.244
H -0.556 -1.267 5.851
H -1.928 -0.882 4.782
H -0.959 0.447 5.490
N -2.644 0.469 0.549
C -3.155 1.527 -0.123
N -3.226 2.698 0.648
O -3.544 1.490 -1.283
H -2.475 0.556 1.537
H -2.411 -0.410 0.072
H -2.391 2.904 1.190
H -3.458 3.474 0.045
C -2.293 2.928 4.392
C -2.062 4.242 3.669
O -1.318 4.004 2.466
P 0.266 4.355 2.239
O 0.758 3.482 1.161
Te 1.388 4.345 4.342
O 0.228 5.864 1.638
C -0.262 6.970 2.386
C -1.635 7.381 1.888
H -2.844 3.088 5.323
H -1.320 2.502 4.624
H -2.857 2.238 3.766
H -1.516 4.931 4.316
H -3.004 4.702 3.368
H 0.454 7.784 2.249
H -0.269 6.733 3.454
H -1.592 7.641 0.829
H -2.000 8.247 2.446
H -2.347 6.565 2.005
*
```